Below is a cluster of 3 separate species, C4H15NO2 in total at a distorted geometry, with properties calculated with ωB97M-V with the def2-TZVPD basis set.

Last column: Löwdin spin population.
Geometry (Å):
C -0.94765 -0.34236 0.63955  0.036
N -0.17034 0.33885 1.72546  0.004
C 1.10584 -0.27336 2.07419  0.010
C 2.29039 0.04916 1.12958  0.054
C -0.42590 -0.04785 -0.74664  0.148
H -1.12015 -1.35054 0.99026  0.014
H -1.87275 0.23849 0.71133  0.003
H 0.02662 1.26947 1.37404  0.003
H 1.38913 -0.01369 3.09487  0.000
H 1.00688 -1.36283 2.07059  0.006
H 2.22076 -0.62889 0.28289  0.036
H 2.22586 1.08789 0.80747  0.009
H 3.25983 -0.10323 1.60270  0.004
H -1.05735 -0.58875 -1.45631  0.043
H 0.57730 -0.34001 -1.02743  0.036
H -0.50607 0.96964 -1.14569  0.030
H -3.28632 0.70714 -0.47467  0.006
H -2.59370 1.99597 -0.78811  0.009
O -3.46468 1.65388 -0.54328  0.022
H 0.93519 -0.75813 -3.98270  0.103
H 0.26006 -1.66653 -2.91898  0.124
O 0.14703 -0.83433 -3.41913  0.301

Computed properties:
- Total charge: -1
- Max |F|: 3.06 eV/A
- HOMO (spin up / spin down): 0.8615 / -5.7407 eV
- HOMO-LUMO gap (spin up / spin down): 2.8762 / 9.3412 eV
- Energy relative to the best compared isomer or geometry (same formula, charge and spin): 87.8 kJ/mol
- 2S+1: 2